DFT (wB97M-V/def2-TZVPD) results for a molecular structure, C4H6AlFNO5 at a distorted geometry.

HOMO-LUMO gap	8.64	eV
HOMO energy	-5.2	eV
total charge	-1
energy above the lowest of the compared OMol25 structures with the same formula, charge and spin	0.00	kcal per mole

Each line ends with the Löwdin charge.
Positions of all 18 atoms, in Å:
O  2.5958  -1.4667  -0.5664  0.152
C  2.6022  -0.3443  -0.1763  -0.523
F  3.4879  0.0741  0.7398  0.128
N  1.7814  0.6850  -0.6083  0.174
C  0.7416  1.0963  0.3083  -0.362
O  1.0121  1.4798  1.4053  0.141
C  -0.6512  0.9940  -0.2871  -0.310
O  -1.6075  1.2499  0.6960  -0.208
Al  -2.0118  -0.3276  1.4930  0.204
O  -0.9398  -1.2471  0.3166  -0.177
C  -0.9616  -0.4227  -0.7828  -0.501
O  -0.1435  -0.9013  -1.8338  -0.016
H  1.3891  0.4021  -1.5001  0.121
H  -0.7935  1.7424  -1.0736  0.159
H  -1.4621  -0.5914  2.9832  -0.096
H  -3.5861  -0.6694  1.4201  -0.099
H  -1.9964  -0.3346  -1.1502  0.142
H  0.5435  -1.4186  -1.3837  0.071

---

DFT (wB97M-V/def2-TZVPD) results for a molecular structure, C4H6BeO3 at a distorted geometry.

HOMO-LUMO gap (spin up / spin down)	8.15 / 8.70	eV
HOMO energy (spin up / spin down)	-24.9 / -25.9	eV
spin multiplicity	2
total charge	+3
energy above the lowest of the compared OMol25 structures with the same formula, charge and spin	29.72	kcal per mole

Each line ends with the Mulliken spin population.
Positions of all 14 atoms, in Å:
C  -2.1264  0.8304  0.1157  0.192
C  -0.8949  0.5842  0.6887  0.527
O  -3.1058  1.3057  0.7580  0.167
H  -2.0950  -0.2791  -0.3271  0.001
H  -0.5191  1.2534  1.4654  0.033
H  -3.9237  1.3945  0.2334  -0.007
O  0.3106  0.6076  -0.1149  0.037
C  1.5465  0.5762  0.3094  0.010
O  2.2451  -0.3807  -0.1479  0.035
Be  2.0874  0.4132  1.7981  0.004
C  1.7078  -1.4023  -1.0544  -0.002
H  0.8102  -1.8644  -0.6341  0.002
H  1.4486  -0.8970  -1.9891  0.002
H  2.5086  -2.1417  -1.1012  0.000

---

DFT (wB97M-V/def2-TZVPD) results for a molecular structure, C4H6Br2Cl6 at a distorted geometry.

HOMO-LUMO gap	9.30	eV
HOMO energy	-9.5	eV
energy above the lowest of the compared OMol25 structures with the same formula, charge and spin	55.71	kcal per mole

Each line ends with the Löwdin charge.
Positions of all 18 atoms, in Å:
Br  1.4131  -3.4647  2.4992  0.512
C  1.5788  -2.1581  0.9618  -0.662
C  2.4200  -0.9017  1.4792  -0.812
Br  4.0901  -1.6373  2.2320  0.562
H  0.5781  -1.7993  0.7208  -0.070
H  2.0794  -2.7271  0.1784  0.055
H  1.9805  -0.3080  2.2807  0.003
H  2.6488  -0.2739  0.6180  0.029
C  -2.2744  2.7931  -2.0956  -1.351
Cl  -3.3243  1.3644  -1.7904  0.526
Cl  -1.4274  2.5485  -3.6928  0.504
Cl  -1.1945  3.1102  -0.6668  0.583
H  -3.0303  3.5660  -2.2350  0.013
C  -1.1044  0.0563  -0.1772  -1.400
Cl  0.3724  0.2021  0.9064  0.669
Cl  -2.5587  -0.2126  0.8322  0.503
Cl  -1.0145  -1.2251  -1.4866  0.513
H  -1.2326  1.0671  -0.5644  -0.179

---

DFT (wB97M-V/def2-TZVPD) results for a single C4H6Br2N2O2 molecule at a distorted geometry.

HOMO-LUMO gap	8.95	eV
HOMO energy	-9.4	eV
energy above the lowest of the compared OMol25 structures with the same formula, charge and spin	65.71	kcal per mole

Each line ends with the Löwdin charge.
Positions of all 16 atoms, in Å:
O  -0.6007  -0.5206  -2.7149  -0.008
C  -0.2984  -0.2548  -1.5527  -0.516
C  0.9548  0.5206  -1.2021  -0.077
C  1.1722  0.7841  0.2304  -0.258
N  -0.1039  0.8205  0.9001  -0.487
Br  -0.2319  1.7070  2.5940  0.756
C  -0.9445  -0.2927  0.9065  -0.573
O  -0.5998  -1.4668  1.5652  -0.030
N  -1.1722  -0.6439  -0.5460  -0.382
Br  -2.4837  -1.8933  -1.0224  0.822
H  1.7273  -0.0092  -1.6344  0.102
H  0.9086  1.4772  -1.8003  0.159
H  1.8049  0.0453  0.8482  0.145
H  1.5933  1.7665  0.3719  0.102
H  -1.9230  -0.0620  1.4933  0.152
H  0.1970  -1.9780  1.5632  0.093

---

DFT (wB97M-V/def2-TZVPD) results for a molecular structure, C4H6Br3NO3 at a distorted geometry.

HOMO-LUMO gap	10.17	eV
HOMO energy	-10.3	eV
energy above the lowest of the compared OMol25 structures with the same formula, charge and spin	0.00	kcal per mole

Each line ends with the Löwdin charge.
Positions of all 17 atoms, in Å:
C  -1.7793  0.9359  -0.1291  -0.027
C  -0.3722  0.5042  -0.5786  -0.228
C  0.4712  0.0049  0.6679  -0.629
C  1.9117  -0.2851  0.4552  -1.505
N  -0.5805  -0.7195  -1.4857  -0.394
O  0.1474  -0.8075  -2.4225  0.036
O  -1.4290  -1.5098  -1.0966  0.076
O  -0.2560  -1.0221  1.1722  -0.072
Br  2.7816  -0.4136  2.2039  0.664
Br  2.6755  1.2805  -0.4796  0.674
Br  2.3203  -1.8726  -0.6075  0.722
H  -2.1630  0.1158  0.3823  0.050
H  -2.3937  1.1878  -1.0128  0.105
H  -1.6105  1.7905  0.5617  0.103
H  0.0621  1.2931  -1.2289  0.116
H  0.2705  0.7812  1.4564  0.153
H  -0.0561  -1.2637  2.1416  0.156

---

DFT (wB97M-V/def2-TZVPD) results for a single C4H6BrF molecule at a distorted geometry.

HOMO-LUMO gap (spin up / spin down)	8.69 / 7.41	eV
HOMO energy (spin up / spin down)	-8.8 / -8.1	eV
energy above the lowest of the compared OMol25 structures with the same formula, charge and spin	74.07	kcal per mole

Each line ends with the Löwdin charge.
Positions of all 12 atoms, in Å:
C  -0.7220  -0.7897  -0.3214  -0.250
C  0.7008  -0.5154  -0.0650  -0.180
C  -1.7507  0.4145  -0.9639  -0.633
C  1.1719  0.2300  1.0843  -0.160
F  -1.9064  1.4820  -0.1624  -0.077
Br  -1.0234  1.0062  -2.5583  0.740
H  -0.8368  -1.4380  -1.1254  0.049
H  -1.2956  -1.1529  0.5361  0.105
H  1.4687  -0.4517  -0.9104  0.120
H  1.9301  1.0980  0.8518  0.111
H  1.8472  -0.3862  1.7559  0.084
H  0.4160  0.5031  1.8787  0.090

---

DFT (wB97M-V/def2-TZVPD) results for a single C4H6BrNO molecule at a distorted geometry.

HOMO-LUMO gap	9.86	eV
HOMO energy	-9.2	eV
energy above the lowest of the compared OMol25 structures with the same formula, charge and spin	30.85	kcal per mole

Each line ends with the Löwdin charge.
Positions of all 13 atoms, in Å:
N  0.2700  2.2689  0.2315  0.098
C  -0.5769  1.2640  0.3229  -0.465
O  -1.7697  1.2912  0.4775  0.060
C  0.3860  -0.3420  0.0722  -0.721
Br  2.2591  -0.0450  0.3067  0.773
C  -0.1443  -1.2948  -0.9401  -0.163
C  -0.3508  -1.5508  0.5708  -0.146
H  1.3106  2.0114  -0.0430  0.050
H  0.1032  3.2484  0.1520  0.102
H  0.6859  -1.6604  -1.5510  0.093
H  -1.0611  -1.1448  -1.4898  0.100
H  -1.3933  -1.6596  0.9220  0.115
H  0.2813  -2.3864  0.9683  0.104

---

DFT (wB97M-V/def2-TZVPD) results for a single C4H6BrPS molecule at a distorted geometry.

HOMO-LUMO gap	7.37	eV
HOMO energy	-8.5	eV
energy above the lowest of the compared OMol25 structures with the same formula, charge and spin	65.62	kcal per mole

Each line ends with the Löwdin charge.
Positions of all 13 atoms, in Å:
S  -1.7151  -4.4695  -0.1355  0.149
P  -0.4013  -3.2245  0.4593  0.384
C  -1.0291  -1.8727  -0.4804  -0.525
C  -0.5956  -0.6103  -0.4219  -0.206
C  -0.1489  -0.1580  0.9113  -0.282
C  -1.3459  -0.3877  1.9217  -0.487
Br  -1.1839  -1.9183  3.2923  0.523
H  -1.4239  -2.1690  -1.4611  0.044
H  -0.4340  0.1856  -1.1442  0.110
H  0.7330  -0.5662  1.3679  0.084
H  0.0663  1.0090  0.7349  0.148
H  -1.6925  0.4554  2.3515  0.006
H  -2.1691  -0.6500  1.2562  0.051

---

DFT (wB97M-V/def2-TZVPD) results for 2 unconnected molecules or ions with the total composition C4H6Cl2N3 at a distorted geometry.

HOMO-LUMO gap	9.14	eV
HOMO energy	-13.8	eV
total charge	+1
energy above the lowest of the compared OMol25 structures with the same formula, charge and spin	13.96	kcal per mole

Each line ends with the Löwdin charge.
Positions of all 15 atoms, in Å:
C  -3.0742  -0.1623  0.0685  -0.080
C  -0.3688  -0.5966  -0.2872  -0.238
C  -1.4038  -1.7136  -0.1570  -0.025
C  -2.2134  0.8806  -0.0605  -0.557
N  -2.6531  -1.4681  -0.0635  0.117
N  -0.9045  0.6235  -0.3729  0.120
N  0.9112  -0.7856  -0.4093  0.213
Cl  2.4626  2.6176  0.0017  0.388
Cl  -2.4770  2.6428  -0.0636  0.745
H  -4.0888  -0.0150  0.2145  0.105
H  3.2755  1.9307  0.5872  -0.284
H  -0.9990  -2.8018  -0.3415  0.167
H  -0.3697  1.4210  -0.3339  0.077
H  1.4706  -1.6338  -0.4486  0.154
H  1.5537  0.0292  -0.4736  0.099

---

DFT (wB97M-V/def2-TZVPD) results for 2 unconnected molecules or ions with the total composition C4H6Cl2O at a distorted geometry.

HOMO-LUMO gap	8.58	eV
HOMO energy	-8.4	eV
energy above the lowest of the compared OMol25 structures with the same formula, charge and spin	101.67	kcal per mole

Each line ends with the Löwdin charge.
Positions of all 13 atoms, in Å:
C  -0.4129  -0.8483  0.3591  -0.251
C  2.5052  -0.6934  -1.0343  -0.513
C  -1.6852  -0.1857  0.6730  -0.046
C  2.9938  0.6609  -1.0987  -0.611
O  0.4671  -0.2746  -0.2847  -0.052
Cl  2.9014  -1.7015  0.3244  0.566
Cl  3.7752  1.2908  0.5074  0.356
H  -0.3863  -1.8136  0.7936  0.110
H  -1.8893  -0.0786  1.6919  0.059
H  -2.5187  -0.9410  0.6014  0.111
H  -1.6893  0.8254  0.1811  0.115
H  2.1285  1.4261  -1.0376  0.094
H  3.8492  0.7073  -1.7591  0.063